# C32H92F8IN3O21P

A 20-piece molecular cluster, C32H92F8IN3O21P overall at a distorted geometry (ωB97M-V/def2-TZVPD, OMol25).

Last column: Löwdin charge in e.
Cartesian coordinates (Å):
C 3.370 -3.329 1.636  -0.08
C 2.579 -2.344 0.757  -0.29
C 1.273 -1.779 1.421  -0.61
I -0.353 -2.542 0.273  1.20
C 1.345 -0.298 1.663  -0.12
C 0.538 0.774 1.443  -0.04
C -0.829 0.847 0.798  -0.39
F -1.677 -0.038 1.331  0.08
F -1.384 2.057 1.042  0.09
C -0.797 0.722 -0.780  -0.60
F -0.976 1.922 -1.326  0.17
F -1.776 -0.045 -1.223  0.14
F 0.377 0.288 -1.207  0.14
N 1.191 1.932 1.920  0.01
P 0.751 3.641 1.907  0.81
O 0.770 4.142 0.528  -0.36
C 2.367 1.563 2.446  -0.32
N 3.270 2.378 3.043  0.16
C 4.323 2.731 2.369  -0.31
C 5.539 3.106 3.139  0.01
C 4.370 2.778 0.875  0.03
N 2.469 0.232 2.325  0.12
C 3.623 -0.417 2.889  -0.07
O 3.169 -1.189 4.006  0.10
C 4.197 -1.576 4.793  -0.74
F 5.145 -2.222 4.107  0.18
F 3.739 -2.383 5.722  0.21
F 4.766 -0.521 5.375  0.18
H 3.374 -4.302 1.154  0.09
H 2.948 -3.452 2.627  0.08
H 4.415 -3.035 1.691  0.07
H 3.179 -1.502 0.416  0.10
H 2.291 -2.861 -0.148  0.06
H 1.182 -2.250 2.396  0.08
H -0.534 3.661 2.438  0.03
H 1.571 4.339 2.798  0.05
H 6.111 3.828 2.564  0.09
H 6.123 2.191 3.262  0.09
H 5.262 3.527 4.100  0.10
H 4.379 1.775 0.448  0.11
H 5.292 3.262 0.571  0.09
H 3.541 3.364 0.481  0.09
H 4.301 0.341 3.261  0.13
H 4.155 -1.039 2.182  0.12
C 2.037 1.483 -4.604  -0.14
O 1.633 0.485 -3.665  -0.14
H 3.020 1.203 -4.974  0.08
H 1.344 1.534 -5.446  0.08
H 2.102 2.467 -4.131  0.08
H 0.765 0.733 -3.345  0.03
C -2.969 4.852 -1.719  -0.12
O -1.791 5.311 -1.042  -0.14
H -3.562 5.718 -1.997  0.08
H -2.694 4.303 -2.622  0.07
H -3.551 4.206 -1.057  0.05
H -1.271 4.540 -0.800  0.03
C 9.287 3.118 3.445  -0.16
O 8.984 4.191 2.558  -0.13
H 8.347 2.634 3.699  0.04
H 9.941 2.383 2.971  0.09
H 9.754 3.483 4.363  0.08
H 9.806 4.629 2.323  0.08
C -1.497 -6.093 -2.035  -0.14
O -0.596 -4.982 -2.120  -0.20
H -1.234 -6.662 -1.146  0.08
H -2.529 -5.747 -1.945  0.08
H -1.409 -6.732 -2.913  0.06
H -0.828 -4.486 -2.909  0.07
C -5.917 2.834 0.278  -0.13
O -4.727 3.280 0.932  -0.15
H -6.497 3.715 0.019  0.08
H -5.678 2.283 -0.635  0.08
H -6.509 2.197 0.937  0.08
H -4.212 2.499 1.161  0.06
C -1.327 8.086 -3.414  -0.16
O -0.849 6.748 -3.460  -0.14
H -1.525 8.403 -4.434  0.08
H -2.254 8.154 -2.836  0.07
H -0.585 8.758 -2.974  0.08
H -0.683 6.472 -2.551  0.04
C -2.447 1.318 -4.599  -0.14
O -2.034 -0.046 -4.681  -0.12
H -2.764 1.632 -5.590  0.07
H -3.287 1.418 -3.905  0.07
H -1.619 1.951 -4.267  0.07
H -1.757 -0.333 -3.808  0.05
C -6.437 0.190 -4.820  -0.12
O -6.114 0.455 -6.186  -0.13
H -7.419 0.607 -4.611  0.09
H -6.458 -0.886 -4.643  0.07
H -5.704 0.663 -4.159  0.06
H -5.245 0.083 -6.360  0.08
C -4.101 3.572 4.672  -0.13
O -3.289 3.215 3.551  -0.15
H -3.825 2.920 5.496  0.08
H -3.930 4.610 4.968  0.07
H -5.159 3.432 4.443  0.08
H -3.532 3.782 2.810  0.04
C -8.537 0.812 -8.784  -0.17
O -7.537 1.699 -8.315  -0.14
H -8.853 1.156 -9.767  0.07
H -8.149 -0.208 -8.880  0.07
H -9.408 0.803 -8.121  0.07
H -7.255 1.392 -7.443  0.03
C 4.277 -4.718 8.544  -0.14
O 5.061 -3.521 8.528  -0.13
H 4.487 -5.247 9.469  0.08
H 3.213 -4.474 8.501  0.08
H 4.542 -5.355 7.696  0.07
H 4.868 -3.064 7.707  0.04
C -2.191 1.690 -8.811  -0.16
O -1.777 0.329 -8.891  -0.12
H -2.504 2.001 -9.803  0.08
H -3.037 1.796 -8.125  0.06
H -1.364 2.324 -8.481  0.08
H -1.500 0.049 -8.014  0.06
C -3.590 -9.062 -4.542  -0.15
O -2.703 -7.953 -4.663  -0.13
H -3.306 -9.611 -3.648  0.08
H -4.626 -8.728 -4.437  0.07
H -3.512 -9.727 -5.405  0.08
H -2.950 -7.465 -5.453  0.08
C -7.178 -4.069 -5.990  -0.15
O -6.232 -2.995 -5.998  -0.14
H -7.022 -4.646 -5.083  0.08
H -8.200 -3.680 -5.992  0.08
H -7.037 -4.721 -6.849  0.06
H -6.378 -2.490 -6.803  0.07
C -8.433 -7.911 -7.499  -0.14
O -7.446 -7.141 -6.815  -0.14
H -9.042 -7.220 -8.075  0.08
H -7.972 -8.628 -8.181  0.08
H -9.075 -8.445 -6.794  0.08
H -6.904 -7.749 -6.304  0.07
C 5.362 -0.404 10.905  -0.17
O 6.285 -1.350 11.422  -0.12
H 5.627 0.576 11.294  0.08
H 5.413 -0.376 9.811  0.06
H 4.342 -0.642 11.216  0.08
H 6.045 -2.212 11.070  0.06
C -2.889 7.425 3.262  -0.14
O -2.011 6.391 3.714  -0.14
H -2.540 8.358 3.692  0.08
H -2.872 7.506 2.173  0.08
H -3.914 7.242 3.595  0.08
H -2.322 5.564 3.335  0.03
C 8.358 0.211 5.551  -0.13
O 7.670 -0.107 4.339  -0.14
H 8.908 1.132 5.382  0.06
H 7.657 0.362 6.375  0.08
H 9.063 -0.578 5.819  0.09
H 7.190 -0.926 4.486  0.04
C 7.905 -6.164 6.924  -0.15
O 6.827 -6.255 5.993  -0.13
H 8.371 -7.141 7.006  0.08
H 8.649 -5.444 6.574  0.08
H 7.540 -5.864 7.910  0.07
H 6.430 -5.382 5.936  0.05

Cartesian forces, eV/Å:
0.035 -0.005 -0.646
-0.302 0.207 0.121
0.585 -0.270 -0.118
-0.002 -0.452 0.154
-0.281 0.254 0.105
-0.153 -0.214 -0.061
-0.085 0.234 -0.171
0.067 -0.096 0.023
0.129 0.314 0.207
-0.175 0.520 0.148
0.009 0.421 -0.021
-0.189 -0.380 -0.107
0.225 -0.424 -0.032
0.155 0.241 0.825
-1.477 0.890 -1.384
0.447 -0.071 -0.139
-0.870 0.548 -0.486
0.650 -0.873 -0.226
-0.241 0.212 0.533
-0.557 0.713 -0.487
0.472 -0.085 0.163
0.786 0.224 0.128
0.056 -0.378 0.375
-0.038 -0.097 -0.441
-0.335 0.094 0.119
0.339 -0.048 -0.148
-0.240 -0.240 0.301
0.319 0.172 0.222
-0.063 -0.170 0.089
0.063 0.056 0.168
0.112 -0.025 0.266
0.174 0.014 -0.025
-0.003 0.044 -0.174
-0.214 0.010 0.121
0.117 -0.288 0.595
0.283 -0.683 0.255
0.368 -0.012 0.133
0.150 -0.047 0.104
0.097 -0.184 0.229
-0.220 -0.069 -0.126
0.086 -0.002 -0.138
-0.224 -0.162 -0.081
-0.022 0.222 -0.079
-0.207 -0.136 -0.159
-0.136 -0.069 0.078
0.196 0.117 -0.085
0.011 -0.030 0.003
0.042 0.023 -0.040
0.029 0.018 -0.049
-0.056 -0.019 -0.046
0.369 -0.231 0.168
-0.191 0.070 -0.033
0.056 0.057 0.014
-0.099 0.050 -0.104
-0.106 0.065 -0.058
0.169 0.041 0.072
0.109 0.230 -0.153
-0.133 -0.150 0.085
-0.004 -0.031 -0.003
-0.010 -0.062 0.054
-0.001 -0.051 0.029
-0.012 0.040 -0.027
0.087 0.178 -0.165
-0.144 0.050 0.178
0.044 0.035 0.026
-0.031 -0.088 0.023
-0.074 -0.079 0.040
0.078 -0.031 -0.064
0.109 -0.039 0.076
0.071 -0.056 -0.010
0.017 0.029 0.003
-0.047 0.028 -0.027
-0.047 0.018 -0.022
-0.044 -0.028 0.069
0.065 -0.189 0.092
0.092 0.150 -0.040
-0.003 -0.004 -0.020
-0.014 0.068 -0.021
-0.034 0.066 -0.028
-0.201 -0.162 0.015
0.138 -0.330 0.301
-0.017 0.131 -0.215
0.018 -0.005 -0.020
-0.013 0.171 -0.039
-0.101 0.152 -0.056
-0.043 -0.069 0.011
0.238 -0.162 -0.069
-0.128 0.007 0.242
-0.008 0.066 -0.116
-0.023 0.019 0.100
-0.072 -0.010 0.078
-0.011 -0.003 -0.103
-0.043 0.082 -0.180
0.367 0.176 -0.054
0.028 -0.026 -0.011
-0.001 -0.018 0.060
-0.008 -0.011 0.039
-0.344 -0.149 -0.029
0.161 0.073 0.146
-0.194 0.031 0.016
-0.002 0.003 -0.017
-0.069 -0.024 -0.030
-0.042 -0.047 -0.053
0.211 -0.024 -0.171
0.030 0.275 -0.280
0.074 -0.119 0.150
0.045 0.034 0.024
-0.033 -0.132 0.052
-0.068 -0.145 0.088
-0.022 0.084 0.023
0.147 -0.310 0.194
-0.062 0.092 -0.053
-0.005 -0.028 -0.026
-0.023 0.149 -0.047
-0.086 0.120 -0.011
0.008 -0.041 0.001
0.078 0.163 -0.129
-0.109 -0.092 0.032
0.015 0.006 0.018
-0.029 -0.050 0.045
-0.021 -0.054 0.030
0.054 0.038 -0.024
0.064 0.319 -0.196
-0.046 -0.061 0.102
0.050 0.014 0.024
-0.035 -0.097 0.043
-0.037 -0.088 0.037
0.023 0.034 -0.002
0.145 -0.026 0.114
-0.093 -0.099 -0.063
0.006 0.031 -0.001
-0.053 -0.002 -0.036
-0.046 -0.003 -0.043
0.021 0.011 0.021
0.052 -0.286 -0.042
-0.021 0.099 0.007
0.059 -0.017 0.048
-0.103 0.090 -0.005
-0.044 0.095 -0.062
0.039 -0.014 -0.031
0.058 -0.154 -0.043
0.000 0.011 -0.070
0.022 0.002 0.025
-0.019 0.049 0.002
-0.017 0.056 0.001
0.017 -0.063 0.091
-0.112 -0.134 -0.056
-0.064 0.185 0.007
0.006 -0.011 -0.005
0.037 0.029 0.030
0.034 0.036 0.027
0.060 -0.063 -0.033
-0.172 0.206 -0.069
0.065 -0.075 0.070
-0.062 -0.055 -0.087
0.092 -0.040 0.108
0.091 0.003 0.035
-0.033 0.000 -0.028

Summary:
- energy above the lowest of the compared OMol25 structures with the same formula, charge and spin (kcal per mole) = 0.0
- total charge = +1
- spin multiplicity = 1
- gap between HOMO and LUMO (eV) = 7.475
- LUMO level (eV) = -3.29